w) DFT (ωB97M-V with the def2-TZVPD basis set) results for a 2-piece molecular cluster, C9H14 overall.

```
! RIJCOSX wB97M-V def2-TZVPD def2/J DEFGRID3
* xyz 0 1
C 1.623 2.622 0.774
C 0.410 2.910 1.657
H 1.397 2.029 -0.211
H 2.279 3.336 0.534
H 2.280 1.843 1.143
H -0.433 2.527 0.971
H 0.441 2.367 2.601
H 0.065 4.061 1.707
C -1.063 0.222 -2.009
C -1.237 -3.087 -0.066
C -1.567 -2.046 -1.040
C -0.072 -3.018 0.647
C -0.825 -0.873 -1.024
C 0.874 -2.032 0.444
C 0.369 -0.955 -0.258
H -1.744 -3.961 0.120
H -2.342 -1.945 -1.746
H 0.063 -3.487 1.735
H 1.849 -2.015 0.837
H -0.522 1.102 -1.624
H -2.074 0.445 -1.893
H 1.101 -0.042 -0.316
H -0.874 -0.003 -2.981
*
```

## Properties
Highest occupied orbital energy (eV): -8.91
Orbital gap (eV): 9.88
SMILES string: Cc1ccccc1.CC


x) DFT (ωB97M-V with the def2-TZVPD basis set) results for a 2-piece molecular cluster, C9H14 overall.

```
! RIJCOSX wB97M-V def2-TZVPD def2/J DEFGRID3
* xyz 0 1
C 0.631 2.890 -2.289
C -1.180 0.952 0.441
C -0.157 0.678 1.338
C -0.943 1.663 -0.726
C 0.312 2.196 -0.993
C 1.106 1.203 1.073
C 1.335 1.930 -0.085
H -2.145 0.473 0.568
H -0.345 0.177 2.281
H -1.775 1.828 -1.403
H 1.898 1.075 1.803
H -0.219 2.841 -2.968
H 1.473 2.414 -2.786
H 2.364 2.176 -0.333
H 0.890 3.934 -2.104
C -0.686 -2.768 0.310
C -0.122 -3.844 1.224
H -1.211 -2.012 0.899
H 0.075 -2.206 -0.230
H -1.355 -3.175 -0.451
H 0.106 -4.770 0.689
H -0.832 -4.132 2.000
H 0.782 -3.522 1.740
*
```

## Properties
Highest occupied orbital energy (eV): -9.05
Orbital gap (eV): 10.09
SMILES string: Cc1ccccc1.CC


y) DFT (ωB97M-V with the def2-TZVPD basis set) results for a 2-piece molecular cluster, C9H14 overall.

```
! RIJCOSX wB97M-V def2-TZVPD def2/J DEFGRID3
* xyz 0 1
C -0.706 0.799 -3.498
C 0.829 0.795 0.558
C -0.110 1.742 0.143
C 1.583 0.108 -0.440
C -0.395 1.797 -1.226
C 1.200 0.128 -1.755
C 0.118 0.938 -2.199
H 1.125 0.572 1.610
H -0.671 2.462 0.675
H 2.326 -0.482 0.073
H -1.303 2.377 -1.398
H 1.819 -0.566 -2.418
H -0.015 1.079 -4.274
H -1.371 1.634 -3.566
H -1.263 -0.130 -3.511
C -1.530 -2.247 3.917
C -0.252 -2.755 3.141
H -2.222 -3.075 4.166
H -1.221 -1.856 4.813
H -1.954 -1.537 3.223
H 0.244 -3.564 3.596
H 0.498 -2.006 2.975
H -0.585 -2.908 2.091
*
```

## Properties
Highest occupied orbital energy (eV): -8.97
Orbital gap (eV): 9.94
SMILES string: Cc1ccccc1.CC


z) DFT (ωB97M-V with the def2-TZVPD basis set) results for a 2-piece molecular cluster, C9H14 overall.

```
! RIJCOSX wB97M-V def2-TZVPD def2/J DEFGRID3
* xyz 0 1
C 0.066 0.416 -2.757
C -0.143 -1.086 -0.750
C 0.679 -0.377 -1.626
C 0.345 -1.835 0.301
C 1.696 -1.700 0.629
C 2.045 -0.350 -1.368
C 2.525 -0.990 -0.229
H -1.209 -1.043 -0.950
H -0.310 -2.407 0.940
H -0.670 -0.191 -3.242
H 0.799 0.675 -3.516
H 2.150 -2.261 1.436
H 2.751 0.244 -1.935
H 3.557 -0.915 0.093
H -0.417 1.306 -2.356
C -1.054 1.431 1.593
C -2.426 1.305 2.267
H -0.758 2.456 1.454
H -0.284 0.891 2.157
H -1.022 0.813 0.698
H -2.765 0.261 2.204
H -3.163 1.779 1.639
H -2.392 1.576 3.317
*
```

## Properties
Highest occupied orbital energy (eV): -9.05
Orbital gap (eV): 10.07
SMILES string: Cc1ccccc1.CC


Verdict on stability: x) comes out on top.


w) DFT (ωB97M-V with the def2-TZVPD basis set) results for an isolated ion of composition C4H8N and charge +1.

```
! RIJCOSX wB97M-V def2-TZVPD def2/J DEFGRID3
* xyz 1 1
C -1.284 0.307 -0.558
C 0.953 1.174 -0.621
C -0.226 0.962 0.215
C 0.432 -1.414 0.597
N 0.065 -0.338 -0.273
H -2.095 0.007 0.083
H -1.623 0.651 -1.501
H 0.689 1.373 -1.654
H 1.915 1.162 -0.078
H -0.381 1.061 1.319
H 0.401 -2.422 0.161
H 1.490 -1.155 0.996
H -0.337 -1.366 1.312
*
```

## Properties
Highest occupied orbital energy (eV): -16.39
Orbital gap (eV): 12.00
SMILES string: C[N@+]12C[C@H]1C2


x) DFT (ωB97M-V with the def2-TZVPD basis set) results for an isolated ion of composition C4H8N and charge +1.

```
! RIJCOSX wB97M-V def2-TZVPD def2/J DEFGRID3
* xyz 1 1
C 1.091 1.377 -1.291
C -0.195 0.678 -0.842
C -0.249 -0.562 -0.358
N -0.979 -0.725 0.910
C -0.604 -1.558 1.807
H 1.595 0.847 -2.089
H 1.814 1.566 -0.496
H 0.747 2.345 -1.651
H -1.103 1.285 -0.779
H 0.098 -1.521 -0.693
H -1.693 -0.038 1.149
H -0.518 -1.285 2.855
H -0.004 -2.408 1.479
*
```

## Properties
Highest occupied orbital energy (eV): -14.07
Orbital gap (eV): 8.55
SMILES string: C=[NH+]/C=C/C


Verdict on stability: x) comes out on top.


w) DFT (ωB97M-V with the def2-TZVPD basis set) results for an isolated ion of composition C4H8N and charge +1.

```
! RIJCOSX wB97M-V def2-TZVPD def2/J DEFGRID3
* xyz 1 1
C -0.842 -1.429 -1.142
C -0.830 -0.146 -0.871
C 1.049 -0.968 0.195
C 0.042 1.203 0.986
N 0.393 0.351 -0.177
H -1.396 -2.164 -1.652
H -1.735 0.507 -1.230
H 0.585 -1.241 1.075
H 1.836 -1.244 -0.450
H -0.828 0.924 1.449
H 0.969 1.143 1.731
H -0.339 2.208 0.747
H 1.096 0.856 -0.662
*
```

## Properties
Highest occupied orbital energy (spin up / spin down) (eV): -14.44 / -14.47
Orbital gap (spin up / spin down) (eV): 9.24 / 9.22


x) DFT (ωB97M-V with the def2-TZVPD basis set) results for an isolated ion of composition C4H8N and charge +1.

```
! RIJCOSX wB97M-V def2-TZVPD def2/J DEFGRID3
* xyz 1 1
C -1.670 -0.090 -0.159
C -2.731 -0.672 0.185
C 1.616 -0.689 -0.121
C 0.648 0.406 0.381
N -0.555 0.438 -0.512
H -3.795 -0.209 0.367
H -2.724 -1.741 0.149
H 2.397 -0.542 -0.902
H 2.153 -1.000 0.797
H 0.999 -1.472 -0.325
H 1.262 1.309 0.593
H 0.301 0.123 1.369
H -0.361 0.514 -1.458
*
```

## Properties
Highest occupied orbital energy (eV): -16.47
Orbital gap (eV): 11.58
SMILES string: C=C=[NH+]CC


Verdict on stability: x) comes out on top.


w) DFT (ωB97M-V with the def2-TZVPD basis set) results for an isolated ion of composition C4H13N2 and charge +2.

```
! RIJCOSX wB97M-V def2-TZVPD def2/J DEFGRID3
* xyz 2 2
C -0.488 0.562 -1.562
C 0.045 -0.586 -0.589
C -0.217 -0.281 0.778
C 1.123 0.340 1.541
N 2.064 -0.643 1.730
N -2.150 0.575 -1.718
H -0.357 1.630 -1.258
H -0.287 0.346 -2.523
H 1.037 -0.669 -0.628
H -0.315 -1.600 -0.826
H -0.919 0.595 1.061
H -0.653 -1.092 1.309
H 0.656 0.655 2.427
H 1.491 1.256 0.881
H 2.186 -1.411 1.075
H 2.565 -0.803 2.608
H -2.654 0.810 -0.938
H -2.343 -0.446 -1.747
H -2.583 0.992 -2.528
*
```

## Properties
Highest occupied orbital energy (spin up / spin down) (eV): -20.08 / -20.57
Orbital gap (spin up / spin down) (eV): 13.35 / 8.84


x) DFT (ωB97M-V with the def2-TZVPD basis set) results for an isolated ion of composition C4H13N2 and charge +2.

```
! RIJCOSX wB97M-V def2-TZVPD def2/J DEFGRID3
* xyz 2 2
C -1.016 0.850 0.814
C 0.484 0.637 1.100
C 1.041 -0.615 0.161
C 0.585 -0.727 -1.340
N 0.779 0.517 -2.000
N -1.557 -0.539 1.180
H -1.242 1.079 -0.216
H -1.563 1.446 1.554
H 0.947 1.544 0.894
H 0.595 0.393 2.151
H 0.592 -1.500 0.700
H 2.146 -0.520 0.238
H 0.847 -1.657 -1.849
H -0.581 -0.723 -1.394
H 0.748 0.504 -2.988
H 1.495 1.097 -1.673
H -2.482 -0.336 1.641
H -1.376 -1.062 0.241
H -1.250 -0.983 2.033
*
```

## Properties
Highest occupied orbital energy (spin up / spin down) (eV): -20.64 / -20.74
Orbital gap (spin up / spin down) (eV): 13.13 / 7.89


Verdict on stability: w) comes out on top.


w) DFT (ωB97M-V with the def2-TZVPD basis set) results for one molecule with the formula CH3NOS.

```
! RIJCOSX wB97M-V def2-TZVPD def2/J DEFGRID3
* xyz 0 1
C -0.925 -0.220 -0.253
N 0.247 -0.062 0.533
O -0.797 1.131 -0.073
S 1.720 -0.030 -0.157
H -0.825 -0.596 -1.277
H -1.746 -0.685 0.293
H 2.326 0.462 0.935
*
```

## Properties
Highest occupied orbital energy (eV): -9.66
Orbital gap (eV): 10.05
SMILES string: SN1CO1


x) DFT (ωB97M-V with the def2-TZVPD basis set) results for a 2-piece molecular cluster, CH3NOS overall.

```
! RIJCOSX wB97M-V def2-TZVPD def2/J DEFGRID3
* xyz 0 1
C 0.184 -0.764 -0.545
N 0.902 -0.032 0.453
O 0.632 -1.309 0.722
S -0.974 1.670 1.262
H -0.908 -0.814 -0.650
H 0.537 -1.160 -1.456
H -0.374 2.408 0.214
*
```

## Properties
Highest occupied orbital energy (spin up / spin down) (eV): -9.03 / -9.03
Orbital gap (spin up / spin down) (eV): 6.92 / 6.93


y) DFT (ωB97M-V with the def2-TZVPD basis set) results for a 2-piece molecular cluster, CH3NOS overall.

```
! RIJCOSX wB97M-V def2-TZVPD def2/J DEFGRID3
* xyz 0 1
C 1.252 -0.787 0.303
N 0.725 0.257 -0.083
O -2.924 0.965 -1.451
S -2.785 0.766 -0.037
H 1.386 -1.440 -0.502
H 1.536 -0.876 1.348
H 0.811 1.114 0.422
*
```

## Properties
Highest occupied orbital energy (spin up / spin down) (eV): -8.89 / -8.95
Orbital gap (spin up / spin down) (eV): 7.69 / 7.82
SMILES string: C=N.O=S


z) DFT (ωB97M-V with the def2-TZVPD basis set) results for one molecule with the formula CH3NOS.

```
! RIJCOSX wB97M-V def2-TZVPD def2/J DEFGRID3
* xyz 0 1
C 1.109 0.040 -0.314
N 0.244 -0.849 -0.163
O -1.545 0.986 0.029
S -1.394 -0.467 0.023
H 2.078 -0.133 -0.579
H 0.757 1.052 -0.336
H -1.249 -0.629 1.340
*
```

## Properties
Highest occupied orbital energy (eV): -9.92
Orbital gap (eV): 10.41


Verdict on stability: z) comes out on top.